Entry 1:
Formula: C4H10ClFSi
Source: OMol25
Level of theory: ωB97M-V/def2-TZVPD

Each line ends with the Löwdin charge.
Cartesian coordinates (Å):
C1 0.168 2.415 0.105  -0.19
C2 -1.127 -2.417 -1.064  -0.27
C3 1.147 1.657 1.016  -0.37
C4 -1.554 -1.578 -0.054  -0.13
F1 2.071 -0.847 1.602  -0.22
Si1 1.045 -0.158 0.551  0.21
Cl1 1.661 -0.290 -1.315  0.42
H1 0.244 1.997 -0.865  0.01
H2 -0.848 2.210 0.450  0.06
H3 0.440 3.489 0.259  0.09
H4 -1.890 -2.767 -1.785  0.09
H5 -0.279 -1.970 -1.577  0.00
H6 -0.556 -3.333 -0.755  0.10
H7 1.166 1.893 2.016  0.03
H8 2.144 2.052 0.713  0.08
H9 -1.715 -1.720 0.989  0.01
H10 -2.117 -0.633 -0.286  0.06

Computed properties:
Highest occupied orbital energy (alpha / beta): -0.28628 / -0.29610 Ha
ΔE to the lowest compared entry with this formula, charge and spin: 181.3 kJ/mol
Multiplicity: 1
Max |F|: 6.10 eV/A

Entry 2:
Formula: C38H49ClEuN3O5Si
Source: OMol25
Level of theory: ωB97M-V/def2-TZVPD

Each line ends with the Mulliken spin population.
Cartesian coordinates (Å):
O1 0.593 0.786 -4.013  0.00
C1 0.269 -0.378 -3.687  -0.01
C2 -1.143 -0.860 -3.839  0.01
C3 -2.202 -1.384 -3.063  0.01
H1 -2.161 -1.479 -1.965  -0.01
C4 -3.347 -1.853 -3.726  0.00
H2 -4.207 -2.264 -3.155  0.00
C5 -3.436 -1.792 -5.128  0.00
H3 -4.320 -2.173 -5.666  0.00
C6 -2.334 -1.364 -5.894  0.00
H4 -2.347 -1.314 -6.990  0.00
C7 -1.199 -0.953 -5.233  0.00
H5 -0.322 -0.621 -5.805  0.00
H6 1.013 -1.199 -3.493  0.00
C8 1.927 -0.880 -1.060  0.00
C9 0.523 -1.240 -1.267  -0.08
H7 2.603 -1.616 -1.512  0.00
H8 2.110 -0.914 0.014  0.00
H9 2.267 0.091 -1.418  0.00
C10 0.176 -2.524 -1.469  0.03
C11 0.874 -3.719 -0.864  -0.01
H10 -0.724 -2.851 -2.006  0.00
H11 0.876 -4.493 -1.657  0.00
H12 0.308 -4.092 0.009  0.00
H13 1.917 -3.497 -0.560  0.00
Eu1 -0.458 0.023 0.487  6.09
Cl1 -2.225 -1.993 0.623  -0.01
C12 0.518 -1.875 2.671  0.00
O2 1.066 -0.848 2.173  0.00
N1 0.490 -2.146 3.973  0.00
C13 1.070 -1.186 4.918  0.00
C14 -0.249 -3.289 4.511  0.00
H14 -0.025 -2.580 2.017  0.00
H15 1.893 -0.677 4.407  0.00
H16 1.436 -1.733 5.788  0.00
H17 0.318 -0.453 5.240  0.00
H18 -0.291 -4.070 3.745  0.00
H19 -1.278 -3.017 4.807  0.00
H20 0.287 -3.670 5.397  0.00
H21 -3.539 2.837 -4.251  0.00
H22 -4.289 2.761 -1.662  0.00
C15 -2.936 1.974 -3.943  0.00
C16 -3.549 1.955 -1.541  0.00
N2 -2.513 2.100 -2.563  0.00
H23 -2.066 1.906 -4.602  0.00
C17 -1.316 2.650 -2.259  0.00
O3 -0.754 2.508 -1.165  0.00
H24 -3.123 2.002 -0.539  0.00
H25 -0.883 3.271 -3.071  0.00
H26 -3.536 1.070 -4.083  0.00
H27 -4.065 0.997 -1.672  0.00
H28 4.169 3.024 1.580  0.00
H29 3.597 4.994 -0.803  0.00
C18 4.251 2.475 0.633  0.00
C19 3.670 4.000 -1.266  0.00
N3 3.278 2.945 -0.343  0.00
H30 4.102 1.407 0.825  0.00
C20 2.017 2.499 -0.306  0.00
O4 1.607 1.605 0.475  -0.01
H31 3.014 3.975 -2.146  0.00
H32 1.349 2.958 -1.046  0.00
H33 5.246 2.646 0.221  0.00
H34 4.707 3.845 -1.577  0.00
O5 -1.803 1.546 1.537  -0.01
Si1 -2.025 2.263 2.954  0.00
C21 -2.802 0.960 4.058  0.00
C22 -2.653 -0.395 3.664  0.01
C23 -3.376 -1.404 4.313  0.00
C24 -4.275 -1.096 5.348  0.00
C25 -4.417 0.246 5.723  0.00
C26 -3.702 1.262 5.093  0.00
C27 -0.334 2.983 3.392  0.00
C28 -0.060 4.351 3.262  0.00
C29 1.257 4.820 3.352  0.00
C30 2.308 3.923 3.565  0.00
C31 2.037 2.558 3.701  0.00
C32 0.722 2.094 3.604  0.00
C33 -3.102 3.770 3.161  0.00
C34 -3.057 4.399 4.417  0.00
C35 -3.869 5.504 4.700  0.00
C36 -4.713 6.005 3.708  0.00
C37 -4.731 5.409 2.443  0.00
C38 -3.935 4.288 2.165  0.00
H35 -2.059 -0.668 2.814  -0.01
H36 -3.246 -2.432 3.960  0.00
H37 -4.848 -1.883 5.822  0.00
H38 -5.117 0.508 6.526  0.00
H39 -3.847 2.308 5.388  0.00
H40 -0.874 5.056 3.104  0.00
H41 1.456 5.889 3.248  0.00
H42 3.334 4.281 3.619  0.00
H43 2.837 1.843 3.872  0.00
H44 0.533 1.021 3.667  0.00
H45 -2.386 4.029 5.196  0.00
H46 -3.825 5.963 5.689  0.00
H47 -5.357 6.865 3.928  0.00
H48 -5.371 5.821 1.665  0.00
H49 -3.953 3.827 1.174  0.00

Computed properties:
Highest occupied orbital energy (alpha / beta): -0.24815 / -0.25203 Ha
ΔE to the lowest compared entry with this formula, charge and spin: 395.3 kJ/mol
Multiplicity: 7
Max |F|: 2.71 eV/A

Entry 3:
Formula: C15H42O6
Source: OMol25
Level of theory: ωB97M-V/def2-TZVPD

Each line ends with the Löwdin charge.
Cartesian coordinates (Å):
C1 -2.368 -1.327 -2.330  -0.04
C2 -2.540 -2.580 -1.436  -0.52
C3 -1.262 -3.157 -1.041  -0.06
O1 -3.233 -2.226 -0.267  -0.06
H1 -1.753 -1.604 -3.211  0.08
H2 -1.939 -0.492 -1.765  0.06
H3 -3.292 -0.931 -2.886  0.10
H4 -3.072 -3.354 -1.935  0.13
H5 -1.410 -3.884 -0.263  0.09
H6 -0.662 -2.398 -0.568  0.05
H7 -0.749 -3.489 -1.954  0.11
H8 -4.188 -2.159 -0.507  0.13
C4 -2.991 2.898 1.107  -0.06
C5 -2.768 2.039 -0.151  -0.46
C6 -2.519 2.879 -1.482  -0.03
O2 -1.633 1.193 0.094  -0.12
H9 -2.106 3.424 1.562  0.08
H10 -3.504 2.205 1.862  0.09
H11 -3.892 3.569 0.901  0.09
H12 -3.660 1.378 -0.327  0.14
H13 -3.248 3.672 -1.553  0.07
H14 -2.653 2.167 -2.284  0.06
H15 -1.459 3.232 -1.478  0.09
H16 -1.905 0.533 0.778  0.07
C7 3.258 -2.973 1.158  -0.05
C8 1.706 -2.905 1.162  -0.41
C9 1.306 -3.332 2.578  -0.06
O3 1.194 -1.527 0.895  -0.09
H17 3.611 -4.004 1.397  0.10
H18 3.570 -2.243 1.857  0.07
H19 3.628 -2.788 0.177  0.06
H20 1.304 -3.489 0.307  0.13
H21 1.710 -2.654 3.405  0.12
H22 1.676 -4.333 2.729  0.07
H23 0.246 -3.329 2.672  0.05
H24 1.736 -1.001 1.472  0.05
C10 0.989 0.070 -3.359  -0.05
C11 1.278 0.322 -1.873  -0.51
C12 2.761 0.320 -1.604  -0.06
O4 0.766 1.551 -1.399  -0.06
H25 1.472 0.869 -3.978  0.10
H26 -0.068 -0.055 -3.524  0.04
H27 1.485 -0.861 -3.639  0.07
H28 0.796 -0.502 -1.318  0.11
H29 3.244 -0.589 -1.972  0.08
H30 2.896 0.427 -0.529  0.06
H31 3.184 1.224 -2.078  0.10
H32 -0.117 1.386 -1.044  0.04
C13 0.821 3.570 1.408  -0.07
C14 2.229 3.000 1.731  -0.40
C15 2.007 1.744 2.587  -0.07
O5 2.993 2.694 0.444  -0.10
H33 0.997 4.285 0.600  0.08
H34 0.344 4.107 2.241  0.08
H35 0.180 2.738 1.016  0.06
H36 2.870 3.741 2.223  0.13
H37 1.261 1.182 2.026  0.06
H38 1.532 2.044 3.545  0.09
H39 2.915 1.139 2.777  0.08
H40 2.263 2.543 -0.199  0.04
O6 -1.829 -0.987 1.992  -0.08
H41 -2.461 -1.523 1.506  0.01
H42 -0.942 -1.451 1.750  0.07

Computed properties:
Highest occupied orbital energy: -0.34909 Ha
ΔE to the lowest compared entry with this formula, charge and spin: 123.1 kJ/mol
Multiplicity: 1
Max |F|: 2.84 eV/A

Please write out number 1 again, unchanged.
Formula: C4H10ClFSi
Source: OMol25
Level of theory: ωB97M-V/def2-TZVPD

Each line ends with the Löwdin charge.
Cartesian coordinates (Å):
C1 0.168 2.415 0.105  -0.19
C2 -1.127 -2.417 -1.064  -0.27
C3 1.147 1.657 1.016  -0.37
C4 -1.554 -1.578 -0.054  -0.13
F1 2.071 -0.847 1.602  -0.22
Si1 1.045 -0.158 0.551  0.21
Cl1 1.661 -0.290 -1.315  0.42
H1 0.244 1.997 -0.865  0.01
H2 -0.848 2.210 0.450  0.06
H3 0.440 3.489 0.259  0.09
H4 -1.890 -2.767 -1.785  0.09
H5 -0.279 -1.970 -1.577  0.00
H6 -0.556 -3.333 -0.755  0.10
H7 1.166 1.893 2.016  0.03
H8 2.144 2.052 0.713  0.08
H9 -1.715 -1.720 0.989  0.01
H10 -2.117 -0.633 -0.286  0.06

Computed properties:
Highest occupied orbital energy (alpha / beta): -0.28628 / -0.29610 Ha
ΔE to the lowest compared entry with this formula, charge and spin: 181.3 kJ/mol
Multiplicity: 1
Max |F|: 6.10 eV/A